No. 1
Entry from the OMol25 dataset: an isolated molecule of C3H4N4 (ωB97M-V/def2-TZVPD).

## Properties
Net charge: 0
ΔE to the lowest compared entry with this formula, charge and spin in eV: 5.059
E_HOMO in eV: -7.277
E_tot in eV: -9131.7990
HOMO-LUMO gap in eV: 7.887

Element x y z (Å)
N  0.482027  0.521960  -1.225348
N  0.892102  -1.094348  0.985556
N  -1.716245  1.004711  -0.498848
N  1.339013  0.683810  -1.962073
C  -0.491296  0.314493  -0.376184
C  -0.260023  -0.623398  0.712255
C  2.008009  -1.629288  1.030752
H  -1.120000  -0.906432  1.311533
H  2.708528  -1.118659  1.712106
H  -2.191890  0.848669  -1.379134
H  -1.650224  1.998482  -0.310614

Cartesian forces, eV/Å:
N 0.8 0.2 -0.8
N 0.2 -0.1 0.0
N 0.0 0.1 -0.1
N -0.9 -0.2 0.8
C 0.1 -0.1 0.0
C 0.2 -0.1 0.1
C -0.4 0.3 0.0
H 0.1 0.0 -0.1
H -0.1 -0.1 -0.1
H 0.0 0.0 0.1
H 0.0 -0.1 0.0

Here are the Mulliken charges for atoms 1 to 4, given in e:
1. N 0.50
2. N -0.07
3. N -0.53
4. N -0.62

No. 2
Entry from the OMol25 dataset: an isolated molecule of C3H4N4 (ωB97M-V/def2-TZVPD).

## Properties
Net charge: 0
ΔE to the lowest compared entry with this formula, charge and spin in eV: 2.383
E_HOMO in eV: -9.220
SMILES string: Nc1cncnn1
E_tot in eV: -9134.4750
HOMO-LUMO gap in eV: 9.448

Element x y z (Å)
N  -0.663979  1.246522  0.364309
N  1.539888  -0.146364  -0.761075
N  -1.593347  -0.845507  0.683904
N  0.396751  1.969528  -0.120529
C  -0.578386  -0.062596  0.258543
C  0.525682  -0.784878  -0.310127
C  1.387004  1.281534  -0.624627
H  -2.356724  -0.428963  1.180823
H  0.450777  -1.878279  -0.337326
H  2.330384  1.486565  -1.067436
H  -1.438050  -1.837562  0.733541

Cartesian forces, eV/Å:
N 0.7 -0.3 -0.4
N -1.2 1.2 0.6
N -0.5 -0.1 0.2
N 0.9 -1.1 -0.4
C 0.0 -0.1 0.0
C -0.5 0.2 0.2
C 0.4 -2.8 -0.3
H -0.1 0.0 0.1
H 0.3 0.2 -0.1
H 0.3 2.7 0.0
H -0.2 0.1 0.1

Here are the Mulliken charges for atoms 1 to 4, given in e:
1. N -0.45
2. N -0.54
3. N -0.41
4. N -0.40

No. 3
Entry from the OMol25 dataset: an isolated molecule of C3H4N4 (ωB97M-V/def2-TZVPD).

## Properties
Net charge: 0
ΔE to the lowest compared entry with this formula, charge and spin in eV: 4.343
E_HOMO in eV: -8.443
SMILES string: NN=C1N=CC=N1
E_tot in eV: -9132.5143
HOMO-LUMO gap in eV: 7.671

Element x y z (Å)
N  0.025173  -0.864534  -0.115737
N  0.638087  1.201973  -1.055415
N  -1.920772  0.281730  1.278021
N  -1.490566  0.837415  0.220464
C  1.635764  0.392642  -1.013489
C  -0.340142  0.422591  -0.281231
C  1.302165  -0.915360  -0.414330
H  2.140111  -1.686175  -0.001562
H  -3.085228  0.513103  1.456796
H  -1.455505  -0.591314  1.626002
H  2.550913  0.407930  -1.699519

Cartesian forces, eV/Å:
N 2.0 -1.6 2.4
N -1.9 -0.7 1.4
N -5.0 -0.9 1.5
N 2.0 2.3 -1.6
C 2.0 -1.7 -2.0
C -0.6 0.9 -1.7
C 1.2 -0.2 1.1
H -2.6 1.4 -1.6
H 4.8 -1.2 -0.4
H -0.8 0.6 -0.5
H -1.1 0.9 1.4

Here are the Mulliken charges for atoms 1 to 4, given in e:
1. N -0.55
2. N -0.50
3. N -0.24
4. N -0.34

No. 4
Entry from the OMol25 dataset: an isolated molecule of C3H4N4 (ωB97M-V/def2-TZVPD).

## Properties
Net charge: 0
ΔE to the lowest compared entry with this formula, charge and spin in eV: 3.454
E_HOMO in eV: -10.373
SMILES string: [H]/N=C\N/C(C#N)=N\[H]
E_tot in eV: -9133.4040
HOMO-LUMO gap in eV: 10.091

Element x y z (Å)
N  2.492565  1.275066  -2.226501
N  1.543989  -0.430235  0.588465
N  -1.585472  -1.106637  1.291748
N  -0.462992  0.330114  -0.379981
C  -1.429333  -0.059899  0.667448
C  0.918104  0.031969  -0.420385
C  1.722413  0.648222  -1.483494
H  -2.202528  0.812926  0.586218
H  0.739621  -0.740148  1.257762
H  -1.025867  0.955299  -1.103950
H  -0.710500  -1.716676  1.222670

Cartesian forces, eV/Å:
N -5.6 -4.6 5.1
N -2.0 -1.5 0.7
N 1.9 -2.0 1.5
N -1.9 0.9 -1.2
C -0.6 3.7 -3.7
C -0.8 1.5 1.0
C 5.1 4.3 -5.0
H 0.9 -1.9 0.8
H 2.3 0.8 -0.9
H 2.5 -1.8 1.8
H -1.9 0.5 -0.1

Here are the Mulliken charges for atoms 1 to 4, given in e:
1. N -0.40
2. N -0.54
3. N -0.53
4. N -0.28

No. 5
Entry from the OMol25 dataset: an isolated molecule of C3H4N4 (ωB97M-V/def2-TZVPD).

## Properties
Net charge: 0
ΔE to the lowest compared entry with this formula, charge and spin in eV: 5.239
E_HOMO in eV: -9.322
SMILES string: [H]/N=C\n1ccnn1
E_tot in eV: -9131.6190
HOMO-LUMO gap in eV: 9.319

Element x y z (Å)
N  -2.554038  -0.186829  -0.216156
N  -0.235012  0.307023  -0.068228
N  0.135989  -1.062598  0.153670
N  1.379821  -1.048703  0.080958
C  2.019963  0.220066  -0.102129
C  0.946064  1.086625  -0.064032
C  -1.443859  0.534688  0.273681
H  -2.390602  -1.296968  -0.611288
H  2.998534  0.478063  -0.199091
H  -1.942900  1.493082  0.774991
H  1.114648  2.215303  -0.261440

Cartesian forces, eV/Å:
N 4.1 -1.0 1.9
N 6.3 -0.4 0.8
N 1.6 2.2 -1.2
N 2.9 -1.3 0.1
C -7.0 -1.0 1.0
C 0.8 0.8 -1.3
C -12.5 0.4 -1.7
H 0.4 4.2 1.1
H 2.6 -0.1 -0.2
H 2.2 -1.8 -1.0
H -1.3 -2.1 0.6

Here are the Mulliken charges for atoms 1 to 4, given in e:
1. N -0.57
2. N 0.22
3. N -0.21
4. N -0.44

No. 6
Entry from the OMol25 dataset: an isolated molecule of C3H4N4 (ωB97M-V/def2-TZVPD).

## Properties
Net charge: 0
ΔE to the lowest compared entry with this formula, charge and spin in eV: 5.441
E_HOMO in eV: -9.171
SMILES string: Cc1nncnn1
E_tot in eV: -9131.4169
HOMO-LUMO gap in eV: 8.294

Element x y z (Å)
N  -1.410559  -0.676832  0.552894
N  -0.083578  -0.632625  1.073559
N  -0.534846  -0.076733  -1.418662
N  0.630302  0.353294  -0.966463
C  -1.712542  -0.135676  -0.803533
C  1.919430  0.745260  0.983168
C  0.731512  0.145303  0.296573
H  -2.646568  -0.111978  -1.295392
H  1.810361  1.820508  1.267211
H  2.088126  0.376841  2.106633
H  2.908446  0.615569  0.375002

Cartesian forces, eV/Å:
N 1.3 1.0 -0.6
N -4.4 1.1 -3.2
N -2.4 2.0 -4.6
N -2.0 -1.7 -0.5
C 7.1 -2.3 5.4
C 2.4 -0.1 2.4
C 1.5 0.4 3.8
H -0.8 -0.2 -0.1
H -0.3 -0.5 -1.0
H -0.4 0.0 -2.7
H -1.9 0.3 1.1

Here are the Mulliken charges for atoms 1 to 4, given in e:
1. N -0.22
2. N -0.25
3. N -0.38
4. N -0.14

No. 7
Entry from the OMol25 dataset: an isolated molecule of C3H4N4 (ωB97M-V/def2-TZVPD).

## Properties
Net charge: 0
ΔE to the lowest compared entry with this formula, charge and spin in eV: 3.239
E_HOMO in eV: -9.132
E_tot in eV: -9133.6185
HOMO-LUMO gap in eV: 9.694

Element x y z (Å)
N  0.608730  0.386372  -0.638420
N  0.812049  -0.903424  -1.058587
N  0.793048  -1.553386  1.195555
N  -0.911897  2.076761  -0.238994
C  0.949396  -1.794732  -0.163207
C  -0.599826  0.775695  -0.519956
C  0.593161  -1.217856  2.307524
H  -1.455374  0.113441  -0.679409
H  -1.825373  2.274883  0.134545
H  1.195580  -2.812457  -0.446511
H  -0.159494  2.654702  0.107459

Cartesian forces, eV/Å:
N -0.4 0.2 0.1
N 0.1 -0.4 0.3
N -0.2 0.4 1.0
N 0.1 0.0 0.1
C 0.0 0.1 -0.3
C 0.2 -0.1 -0.1
C 0.2 -0.4 -1.0
H 0.1 0.1 0.0
H 0.1 -0.1 0.0
H 0.0 0.2 0.1
H -0.1 -0.1 0.0

Here are the Mulliken charges for atoms 1 to 4, given in e:
1. N -0.43
2. N -0.30
3. N -0.04
4. N -0.40

No. 8
Entry from the OMol25 dataset: a structure of composition C3H4N4O (ωB97M-V/def2-TZVPD).

## Properties
Net charge: 0
ΔE to the lowest compared entry with this formula, charge and spin in eV: 7.845
E_HOMO in eV: -9.067
E_tot in eV: -11176.1241
HOMO-LUMO gap in eV: 8.341

Element x y z (Å)
O  -1.405137  -1.508650  -0.290905
N  -2.565007  -0.659194  0.077107
N  -0.256723  1.761969  -0.258063
N  -2.116599  0.550173  0.147150
N  -0.340793  -0.639944  -0.174894
C  -0.758760  0.637177  0.018195
C  1.082705  -1.011961  0.074895
C  1.921124  -0.059288  0.050796
H  1.518442  1.043689  -0.206990
H  2.993540  -0.367032  -0.081367
H  -1.433887  2.218982  0.197822
H  1.361097  -1.965925  0.446254

Cartesian forces, eV/Å:
O -0.9 1.1 1.5
N 3.0 2.9 -0.9
N -3.9 2.9 2.7
N -4.4 -5.2 1.3
N 2.8 -0.8 0.6
C 0.0 -1.4 -2.3
C -4.3 -1.5 0.2
C 2.9 4.7 -2.2
H 1.6 -2.7 0.6
H -1.0 0.8 1.0
H 4.7 0.2 -2.0
H -0.5 -1.2 -0.4

Here are the Mulliken charges for atoms 1 to 4, given in e:
1. O -0.18
2. N -0.15
3. N -0.64
4. N -0.20

No. 9
Entry from the OMol25 dataset: an isolated molecule of C3H4N4O (ωB97M-V/def2-TZVPD).

## Properties
Net charge: 0
ΔE to the lowest compared entry with this formula, charge and spin in eV: 5.188
E_HOMO in eV: -9.906
SMILES string: [H]/N=C1/C(=N\[H])N=CN1O
E_tot in eV: -11178.7806
HOMO-LUMO gap in eV: 9.483

Element x y z (Å)
O  0.114570  -0.567685  1.945071
N  1.617898  -0.061051  -1.052915
N  -0.149564  -0.019864  -2.531045
N  -2.057126  0.013504  -0.084769
N  0.229861  0.252592  0.791698
C  0.159947  -0.033838  -1.368360
C  1.449007  -0.071519  0.278371
C  -0.745661  0.084273  -0.226635
H  -2.081592  0.383629  1.082184
H  2.338633  -0.209028  0.958979
H  0.374986  0.238775  2.637865
H  -1.250960  -0.009788  -2.430445

Cartesian forces, eV/Å:
O 0.1 4.3 3.5
N -3.3 -0.6 4.7
N -5.1 -0.1 -4.1
N 4.0 2.1 3.7
N -0.3 -1.0 0.9
C 3.4 0.4 0.9
C 4.3 0.7 -3.7
C -2.1 -0.5 1.9
H -0.6 -1.7 -4.1
H -1.3 0.2 -0.6
H -1.2 -3.7 -1.8
H 2.2 0.0 -1.3

Here are the Mulliken charges for atoms 1 to 4, given in e:
1. O -0.41
2. N -0.53
3. N -0.54
4. N -0.65

No. 10
Entry from the OMol25 dataset: a structure of composition C3H4N4O (ωB97M-V/def2-TZVPD).

## Properties
Net charge: 0
ΔE to the lowest compared entry with this formula, charge and spin in eV: 6.897
E_HOMO in eV: -8.382
E_tot in eV: -11177.0725
HOMO-LUMO gap in eV: 8.283

Element x y z (Å)
O  -1.995011  1.099240  0.727738
N  2.083410  0.943863  -0.064685
N  0.256087  1.988163  0.508028
N  -0.951665  2.177841  0.778891
N  0.215481  -1.433286  -0.545903
C  -1.487587  0.011291  0.164971
C  -0.159910  -0.252566  -0.056593
C  0.878566  0.711000  0.221839
H  0.924896  -2.012608  -0.095282
H  -2.004270  -1.049680  -0.205054
H  -0.576746  -2.128071  -1.299746
H  2.816749  -0.055187  -0.134203

Cartesian forces, eV/Å:
O 1.0 -0.5 -1.0
N 4.3 -4.5 0.8
N -4.2 0.2 1.2
N 2.6 1.0 -0.3
N -1.5 -5.8 -4.7
C 1.1 -3.8 -0.7
C -1.2 1.1 1.8
C -1.3 1.8 -1.4
H -0.6 0.4 -0.2
H -0.2 3.4 1.3
H 3.4 3.1 3.5
H -3.4 3.6 -0.2

Here are the Mulliken charges for atoms 1 to 4, given in e:
1. O -0.26
2. N -0.56
3. N -0.11
4. N -0.09